Record 1
Computed, not measured: an isolated ion of composition C6H8N and charge +1 at a distorted geometry, with ωB97M-V/def2-TZVPD.

The geometry in XYZ format:
```
15
Properties=species:S:1:pos:R:3
N 0.625 -0.692 -1.084
C 0.151 0.706 1.089
C 1.061 1.073 0.208
C -0.401 -1.230 -1.984
C -0.424 -1.280 -0.449
C -0.734 0.773 2.218
C 1.182 0.480 -1.076
H -1.241 -0.610 -2.393
H -0.862 -0.201 2.616
H 1.510 2.045 0.369
H -0.140 -2.166 -2.551
H -0.194 -2.176 0.148
H -1.754 0.958 1.783
H 1.706 0.889 -1.935
H -0.484 1.432 3.041
```

Its charge is +1. As for the HOMO energy (alpha / beta): -13.6 / -13.2 eV. Its LUMO energy (alpha / beta) is -5.486 / -6.069 eV. The energy comes out at -287.68389 Ha.

---

Record 2
Computed, not measured: one molecule with the formula C6H8N2 at a distorted geometry, with ωB97M-V/def2-TZVPD.

The geometry in XYZ format:
```
16
Properties=species:S:1:pos:R:3
N -0.722 -0.906 0.740
N 0.580 0.901 -0.315
C -0.375 -0.584 -1.688
C 0.131 -0.974 1.916
C -0.218 -0.250 -0.372
C 0.956 1.252 -1.601
C 0.417 0.329 -2.458
C -1.103 -0.128 1.905
H 1.104 -0.474 1.920
H -1.029 0.949 1.861
H 0.590 0.314 -3.514
H 0.119 -1.920 2.464
H -0.949 -1.405 -2.106
H 0.912 1.324 0.566
H -1.957 -0.556 2.455
H 1.545 2.128 -1.775
```

As for the HOMO energy: -8.0 eV. Its SMILES is c1c[nH]c(N2CC2)c1. Its LUMO energy is 0.918 eV. The energy comes out at -342.87850 Ha.

---

Record 3
Computed, not measured: one molecule with the formula C6H8N2 at a distorted geometry, with ωB97M-V/def2-TZVPD.

The geometry in XYZ format:
```
16
Properties=species:S:1:pos:R:3
N -2.172 -0.562 0.011
N -1.968 0.871 -0.115
C 1.271 -0.355 -1.053
C 1.299 -0.077 1.093
C 0.139 -0.126 0.069
C -0.699 1.112 -0.032
C 2.252 0.256 -0.061
C -1.018 -1.103 0.122
H 1.525 -1.379 -1.296
H 2.316 1.363 -0.213
H 1.087 0.157 -1.989
H 1.448 -1.099 1.474
H -0.426 2.158 -0.117
H 3.327 -0.047 -0.028
H -0.914 -2.217 0.175
H 1.144 0.655 1.903
```

As for the HOMO energy: -10.2 eV. Its SMILES is C1=NN=CC12CCC2. Its LUMO energy is 0.384 eV. The energy comes out at -342.84920 Ha.

---

Record 4
Computed, not measured: one molecule with the formula C6H8N2 at a distorted geometry, with ωB97M-V/def2-TZVPD.

The geometry in XYZ format:
```
16
Properties=species:S:1:pos:R:3
N -0.813 0.362 0.227
N -0.094 1.289 -0.355
C 2.994 2.614 -1.453
C -2.179 0.216 -0.219
C 1.270 0.889 -0.427
C 2.126 1.922 -0.858
C 1.425 -0.366 0.402
C -0.035 -0.880 0.565
H -0.139 -1.295 1.489
H 3.573 3.490 -1.570
H 2.119 -1.039 -0.163
H -2.421 1.103 -0.704
H -2.556 -0.708 -0.814
H -0.120 -1.664 -0.117
H -2.676 0.329 0.750
H 1.722 -0.135 1.336
```

As for the HOMO energy: -7.6 eV. Its SMILES is C#CC1=NN(C)CC1. Its LUMO energy is 0.579 eV. The energy comes out at -342.76267 Ha.

---

Record 5
Computed, not measured: one molecule with the formula C6H8N2 at a distorted geometry, with ωB97M-V/def2-TZVPD.

The geometry in XYZ format:
```
16
Properties=species:S:1:pos:R:3
N 1.959 -0.392 -0.065
N -0.222 -1.564 -0.131
C 1.009 -1.542 0.123
C 1.608 0.959 -0.016
C -1.208 -0.697 -0.486
C -1.899 -0.075 0.573
C 0.355 1.368 -0.144
C -1.001 0.688 -0.395
H -2.952 0.259 0.695
H -1.854 -1.047 -1.243
H -1.347 0.163 1.624
H 1.558 -2.553 0.007
H 2.397 1.556 0.287
H 2.787 -0.778 0.125
H 0.404 2.479 0.085
H -1.595 1.174 -1.040
```

As for the HOMO energy: -8.2 eV. Its SMILES is C1=C[C@@H]2C[C@@H]2N=CN1. Its LUMO energy is 0.968 eV. The energy comes out at -342.79036 Ha.

---

Record 6
Computed, not measured: C6H8N2 as an isolated structure at a distorted geometry, with ωB97M-V/def2-TZVPD.

The geometry in XYZ format:
```
16
Properties=species:S:1:pos:R:3
N 0.173 -0.250 1.490
N -2.973 -0.727 -0.066
C -0.067 -1.015 0.318
C -1.913 -0.245 -0.138
C 0.262 0.518 0.275
C 1.584 1.071 -0.153
C -1.044 1.030 -0.264
C 0.377 -2.070 -0.369
H 1.717 2.080 0.243
H -0.650 -0.099 2.067
H -1.483 1.811 0.361
H 1.643 1.131 -1.240
H 2.387 0.440 0.223
H -0.991 1.327 -1.313
H 1.068 -1.966 -1.193
H -0.090 -3.035 -0.241
```

As for the HOMO energy: -8.7 eV. Its LUMO energy is -0.131 eV. The energy comes out at -342.77519 Ha.

---

Record 7
Computed, not measured: one molecule with the formula C6H8N2O at a distorted geometry, with ωB97M-V/def2-TZVPD.

The geometry in XYZ format:
```
17
Properties=species:S:1:pos:R:3
O -2.838 1.364 1.109
N 1.392 0.641 -0.098
N -0.702 0.619 1.204
C -2.039 0.263 -0.904
C 0.432 -0.044 0.636
C 0.719 -1.289 0.625
C -1.906 0.879 0.570
C 2.244 -0.131 -0.602
C 1.924 -1.436 -0.099
H 2.500 -2.398 -0.451
H -0.393 1.556 1.819
H -1.816 -0.686 -0.876
H 0.185 -2.104 1.178
H 1.274 1.585 -0.280
H -3.098 0.519 -1.228
H 3.184 0.044 -1.054
H -1.063 0.618 -1.549
```

As for the HOMO energy: -8.4 eV. Its SMILES is CC(=O)Nc1ccc[nH]1. Its LUMO energy is 0.596 eV. The energy comes out at -418.10688 Ha.

---

Record 8
Computed, not measured: C6H8N2O as an isolated structure at a distorted geometry, with ωB97M-V/def2-TZVPD.

The geometry in XYZ format:
```
17
Properties=species:S:1:pos:R:3
O 1.785 -1.328 0.030
N -0.548 -2.300 -0.211
N -1.561 -1.349 -0.211
C 0.360 -1.437 0.103
C -2.249 1.178 0.040
C 1.630 0.034 0.644
C 2.273 0.758 -0.539
C -1.245 -0.044 0.106
C 0.092 -0.011 0.720
H 2.267 1.811 -0.634
H 2.306 -0.135 1.600
H -2.649 -2.066 0.484
H -3.582 0.707 0.104
H -1.727 1.917 0.772
H 3.318 0.321 -0.374
H 1.616 0.308 -1.380
H -2.088 1.635 -1.255
```

As for the HOMO energy: -8.9 eV. Its LUMO energy is -0.363 eV. The energy comes out at -417.82503 Ha.